Computed, not measured: a molecular structure, C30H75N5O10 at a distorted geometry, with the ωB97M-V functional and the def2-TZVPD basis.

Values from the calculation:
* energy relative to the best compared isomer or geometry (same formula, charge and spin): 1936.8 kJ/mol
* HOMO-LUMO gap: 7.88 eV
* molar mass: 666.0 g/mol
* largest force on an atom: 0.34530 Eh/bohr
* charge: 0
* E: -2213.20195 a.u.

Each line ends with the Löwdin charge.
Element x y z (Å)
C1 3.04405 1.42116 5.57799  -0.11
O1 1.64589 1.25218 5.49558  -0.20
C2 1.10023 0.98069 4.14133  -0.15
C3 -0.36631 0.38014 4.13606  -0.17
N1 -0.39737 -0.87920 4.85451  -0.06
C4 -0.07931 -2.10175 4.20555  -0.22
C5 -0.87945 -2.48087 2.92175  -0.19
O2 -0.80565 -1.51311 1.88475  -0.13
C6 -1.92088 -1.61249 1.07551  -0.17
H1 3.01778 1.90029 6.55668  0.09
H2 3.52573 2.02637 4.81001  0.09
H3 3.45263 0.42360 5.73934  0.05
H4 1.71311 0.29665 3.55432  0.11
H5 1.05426 1.81042 3.43597  0.10
H6 -0.67402 0.32320 3.09194  0.07
H7 -1.02009 1.05592 4.68742  0.11
H8 0.12001 -0.84368 5.72120  0.10
H9 -0.20212 -2.86598 4.97299  0.13
H10 0.93469 -2.06286 3.80756  0.07
H11 -1.91985 -2.61770 3.21661  0.12
H12 -0.66036 -3.50485 2.61916  0.10
H13 -2.92179 -1.64264 1.50606  0.06
H14 -1.83269 -2.51336 0.46826  0.10
H15 -1.84933 -0.74332 0.42165  0.05
C7 -4.53153 -0.25254 0.86964  -0.10
O3 -4.18024 -1.60599 0.94726  -0.21
C8 -4.39578 -2.29442 -0.31973  -0.14
C9 -3.49002 -1.82849 -1.43926  -0.16
N2 -2.07671 -1.56420 -1.00804  -0.11
C10 -1.29546 -0.73739 -1.95759  -0.13
C11 0.18974 -0.60920 -1.52502  -0.19
O4 0.78970 0.04652 -2.58890  -0.20
C12 2.09576 -0.32856 -3.04760  -0.05
H16 -4.58486 0.11340 1.89499  0.10
H17 -5.54954 -0.02341 0.55461  0.12
H18 -3.90458 0.40257 0.26477  0.09
H19 -5.38023 -2.26857 -0.78696  0.12
H20 -4.21626 -3.31623 0.01460  0.13
H21 -3.94517 -0.93959 -1.87606  0.10
H22 -3.33819 -2.56401 -2.22924  0.12
H23 -2.20091 -1.01534 -0.16934  -0.10
H24 -1.76947 0.23461 -2.09406  0.04
H25 -1.41391 -1.30984 -2.87758  0.13
H26 0.60586 -1.60753 -1.38984  0.11
H27 0.28505 -0.09398 -0.56921  0.09
H28 2.06114 -1.37945 -3.33487  0.06
H29 2.86393 -0.21073 -2.28332  0.09
H30 2.36796 0.32033 -3.88004  0.08
C13 -3.28416 1.80196 -2.95307  -0.09
O5 -2.42403 2.89644 -3.34113  -0.13
C14 -1.06982 2.53503 -3.17105  -0.25
C15 -0.37589 3.61843 -4.01227  -0.21
N3 1.00235 3.35642 -4.10532  -0.05
C16 1.57026 3.73856 -5.42682  -0.17
C17 3.05741 3.29762 -5.49450  -0.25
O6 3.21457 1.91015 -5.58821  -0.19
C18 4.55257 1.45842 -5.51278  -0.11
H31 -4.31641 1.98219 -3.25318  0.09
H32 -3.23109 1.46027 -1.91937  0.07
H33 -3.08005 0.94437 -3.59415  0.09
H34 -0.80625 1.55024 -3.55683  0.13
H35 -0.78753 2.65277 -2.12484  -0.10
H36 -0.54264 4.57048 -3.50840  0.12
H37 -0.91577 3.78081 -4.94515  0.12
H38 1.23924 2.37799 -4.02366  0.08
H39 1.47358 4.79611 -5.67250  0.12
H40 1.13206 3.09402 -6.18881  0.12
H41 3.56478 3.79529 -4.66807  0.12
H42 3.51114 3.82405 -6.33421  0.11
H43 4.93623 1.25909 -4.51220  0.08
H44 5.29720 2.09686 -5.98819  0.09
H45 4.52469 0.46505 -5.96058  0.09
C19 2.85131 -3.01136 -2.17533  -0.11
O7 1.77989 -3.10729 -1.27369  -0.24
C20 1.19438 -4.35750 -1.00517  -0.18
C21 0.34846 -4.01061 0.21778  -0.20
N4 1.05863 -3.44418 1.35322  -0.07
C22 2.00037 -4.38242 2.04566  -0.13
C23 2.31253 -3.90508 3.53992  -0.18
O8 3.08128 -2.69344 3.50434  -0.19
C24 3.31161 -2.05538 4.70534  -0.15
H46 3.27749 -2.01461 -2.06145  0.07
H47 2.48453 -3.05493 -3.20084  0.09
H48 3.62295 -3.75172 -1.96428  0.10
H49 1.91273 -5.17155 -0.90826  0.12
H50 0.43546 -4.55823 -1.76138  0.12
H51 -0.16686 -4.87079 0.64513  0.12
H52 -0.52443 -3.42818 -0.07710  0.09
H53 1.66071 -2.69796 1.03582  0.11
H54 2.97023 -4.27438 1.56007  0.11
H55 1.56129 -5.36704 2.20636  0.12
H56 2.91025 -4.59882 4.13116  0.12
H57 1.30710 -3.82068 3.95234  0.08
H58 3.65353 -1.02106 4.66841  0.06
H59 4.00602 -2.67247 5.27550  0.09
H60 2.50846 -2.03251 5.44191  0.09
C25 -4.72974 3.24725 1.13577  -0.07
O9 -4.28113 1.97122 1.61843  -0.29
C26 -3.00705 1.85827 2.24289  -0.17
C27 -1.91012 1.54730 1.21808  -0.17
N5 -1.57093 2.62459 0.27756  0.03
C28 -0.70837 2.21303 -0.88303  -0.17
C29 0.72078 1.96354 -0.49073  -0.16
O10 1.21852 3.14444 0.21171  -0.18
C30 2.63203 2.93624 0.54414  -0.08
H61 -4.60525 3.97748 1.93538  0.07
H62 -5.77355 3.25243 0.82186  0.09
H63 -4.05062 3.78770 0.47637  0.07
H64 -3.10130 0.93521 2.81489  0.12
H65 -2.84501 2.63962 2.98540  0.13
H66 -2.25295 0.64839 0.70571  0.08
H67 -0.97555 1.32847 1.73460  0.10
H68 -0.93538 3.30342 0.67174  0.10
H69 -0.79710 2.99783 -1.63424  0.08
H70 -1.20615 1.36205 -1.34794  0.08
H71 1.32408 1.81165 -1.38575  0.12
H72 0.83815 1.14151 0.21539  0.11
H73 2.73478 2.18001 1.32238  0.07
H74 3.17468 3.70933 1.08817  0.08
H75 3.24089 2.80213 -0.34995  0.09